Record 1
15
Properties=species:S:1:pos:R:3 method="wB97M-V/def2-TZVPD" lumo_ha=0.0180 e_tot_ev=-19187.791 smiles=O.O.O.O.S e_homo_ev=-10.2 gap_ev=10.67
O -0.36787 0.75142 1.99551
H -0.19259 1.32563 2.74797
H 0.02778 1.21154 1.24708
O 0.04743 -1.87687 0.45122
H -0.72344 -1.40384 0.10079
H -0.17598 -1.86650 1.39438
O 2.37132 -0.58221 -1.33482
H 1.68080 -1.09858 -0.89142
H 2.73924 -1.22858 -1.95006
O 0.99826 2.02000 -0.44446
H 0.58092 1.59635 -1.19504
H 1.85365 1.56357 -0.47160
S -3.15548 -0.63782 -0.83921
H -2.34999 0.35291 -1.19899
H -3.33404 -0.12702 0.38864

Record 2
18
Properties=species:S:1:pos:R:3 method="wB97M-V/def2-TZVPD" lumo_ha="0.0288 / -0.1082" e_tot_ev=-23905.914 multiplicity=3 e_homo_ev="-7.5 / -9.7" s_squared=2.01 gap_ev="8.26 / 6.71"
C 0.64065 -2.20510 -0.46014
C 0.50634 -2.14591 0.87371
C 0.48152 -1.08089 -1.25450
C 0.10431 -0.91939 1.47246
C 0.04706 0.04125 -0.61024
C -0.15029 0.18239 0.71426
C -0.33009 1.40596 -1.59142
C -0.57231 1.42282 1.40307
N 0.69448 1.85653 -2.53042
N 0.54191 2.53042 -1.48917
Cl -2.02742 1.39707 -2.11645
H 1.05253 -3.07079 -0.89611
H 0.65051 -2.93508 1.62205
H 0.71982 -1.09953 -2.39078
H -0.09632 -0.69518 2.53624
H -1.25394 2.02109 0.65100
H -1.23242 1.27118 2.30458
H 0.22366 2.02318 1.76188

Record 3
126
Properties=species:S:1:pos:R:3 method="wB97M-V/def2-TZVPD" lumo_ha=0.0186 e_tot_ev=-55944.292 smiles=CC1(C)CCCC(C)(C)N1O.CC1(C)CCCC(C)(C)N1O.CC(C)O.CC(C)O.CC(C)O.CC(C)O.CCO.CCO e_homo_ev=-8.4 gap_ev=8.92
C -0.61969 -3.39950 -1.19232
C -0.42448 -3.66851 0.32906
C 0.80024 -4.66237 0.50412
C -0.10751 -2.31003 1.00320
C 0.02981 -2.44107 2.51579
C -1.21880 -3.12551 3.06422
C -1.64212 -4.46606 2.38565
C -0.79731 -5.72680 2.83803
C -3.05716 -4.80803 2.82406
N -1.63906 -4.16614 0.94294
O -1.80272 -5.46179 0.35123
H -1.07526 -4.25755 -1.66122
H -1.23325 -2.55670 -1.41963
H 0.30496 -3.18225 -1.64393
H 1.61784 -4.39362 -0.18176
H 1.20029 -4.60621 1.48860
H 0.57779 -5.67126 0.25677
H 0.79007 -1.90172 0.53543
H -0.92241 -1.67730 0.81186
H 0.90808 -3.00436 2.81083
H 0.04957 -1.43552 2.98650
H -2.06313 -2.41508 3.05379
H -1.11690 -3.37640 4.12513
H -0.90265 -5.73969 3.90661
H 0.25861 -5.82548 2.71270
H -1.22186 -6.64971 2.40429
H -3.80679 -3.95253 2.77066
H -3.00856 -5.07501 3.87567
H -3.55650 -5.70078 2.38996
H -2.65592 -5.45577 -0.10267
C -3.34586 0.72623 2.97487
C -3.53770 1.89427 1.91930
C -4.93382 2.48427 2.11055
C -2.51850 2.95345 2.10468
C -2.40701 3.91879 0.87941
C -2.15961 3.11821 -0.38077
C -3.31085 2.11176 -0.71043
C -4.60667 2.77756 -1.12030
C -2.87107 1.10819 -1.83612
N -3.39628 1.24251 0.53412
O -4.59688 0.42404 0.44515
H -4.05253 -0.12679 2.78252
H -2.27441 0.45657 2.97010
H -3.60278 1.17420 3.87340
H -5.65815 1.76037 1.82144
H -5.14628 2.71077 3.15591
H -5.11943 3.41191 1.56252
H -2.77193 3.49357 3.04292
H -1.58516 2.43659 2.29834
H -3.36986 4.38565 0.70181
H -1.67368 4.70797 1.16323
H -1.29089 2.53816 -0.13477
H -1.85067 3.68850 -1.28593
H -5.31174 1.98814 -1.48645
H -4.40967 3.34261 -2.04856
H -5.04386 3.45330 -0.37939
H -2.90157 1.64206 -2.73020
H -3.58443 0.28650 -1.93687
H -1.89886 0.67807 -1.68568
H -4.24735 -0.50261 0.58585
C 2.78193 5.02356 -3.62777
C 3.40952 3.68160 -3.44334
C 4.75310 3.61173 -4.12950
O 3.58320 3.40506 -2.06517
H 1.82983 5.10978 -3.08963
H 2.55476 5.28412 -4.64700
H 3.59091 5.70416 -3.21294
H 2.68507 2.90646 -3.79829
H 4.63589 3.06068 -5.07318
H 5.44747 3.00339 -3.42668
H 5.23136 4.56890 -4.26141
H 3.82023 4.23615 -1.61934
C 2.37934 -0.51430 -3.71485
C 3.72149 -1.13786 -3.32934
C 4.82007 -0.15819 -3.11939
O 3.58255 -1.92958 -2.19443
H 1.87826 -0.03488 -2.83043
H 1.60946 -1.22122 -4.10287
H 2.62670 0.20725 -4.46577
H 4.03482 -1.79243 -4.16039
H 5.69578 -0.62083 -2.70719
H 4.51394 0.58826 -2.31056
H 5.06479 0.49955 -3.94192
H 3.67938 -1.40181 -1.36836
C 5.57566 0.33170 2.15600
C 5.43945 -0.24399 0.70336
C 6.30138 -1.47119 0.40790
O 4.08227 -0.48156 0.25886
H 5.38836 -0.52502 2.86977
H 4.85195 1.08793 2.32609
H 6.57612 0.66131 2.36129
H 5.87272 0.58449 0.07550
H 7.31238 -1.21767 0.37189
H 5.97974 -1.73130 -0.63905
H 6.01097 -2.26574 1.04858
H 3.63912 0.38865 0.22849
C -6.27733 -3.00406 -0.01088
C -4.82798 -3.41466 -0.00794
C -4.23800 -3.46785 -1.39207
O -4.09478 -2.46459 0.81821
H -6.49036 -1.96429 -0.26932
H -6.68867 -3.33999 0.95457
H -6.64334 -3.59457 -0.82474
H -4.78859 -4.44934 0.50137
H -3.13349 -3.38392 -1.36933
H -4.64423 -2.56418 -1.94549
H -4.55088 -4.40677 -1.88561
H -3.16138 -2.74534 0.83602
C 0.51173 1.02747 1.02572
C 1.00208 1.23424 -0.34319
O 2.41016 1.55104 -0.19277
H -0.56932 0.78060 0.99187
H 0.55249 1.90042 1.69432
H 1.04036 0.20183 1.51625
H 0.43795 2.04633 -0.88939
H 0.82008 0.35602 -0.92366
H 2.77029 1.93903 -1.02822
C 3.00060 4.35114 1.27523
C 2.63619 5.74758 0.75372
O 3.28355 6.12460 -0.46901
H 2.52632 3.52741 0.73898
H 2.71294 4.22004 2.29321
H 4.07863 4.25342 1.34082
H 2.83028 6.43651 1.51188
H 1.52191 5.78016 0.58224
H 2.82512 6.95245 -0.68795

Record 4
15
Properties=species:S:1:pos:R:3 method="wB97M-V/def2-TZVPD" lumo_ha="0.0040 / -0.0688" e_tot_ev=-20304.696 e_homo_ev="-9.2 / -8.5" gap_ev="9.27 / 6.67"
C -0.82395 -0.73649 -0.36749
C 0.66104 -1.18928 -0.59860
C -0.76210 0.43094 0.59890
C 0.73477 0.42715 0.98389
C -1.44055 1.53427 -0.09121
N 1.38196 -0.51625 0.38738
F -0.92227 2.02478 -1.21577
F -2.05463 2.50203 0.60134
I 4.19892 -0.70590 0.04817
H -1.35123 -0.41902 -1.24742
H -1.35911 -1.58930 -0.01685
H 0.83833 -2.31177 -0.65690
H 0.96279 -0.87448 -1.63875
H -1.34132 0.48695 1.48897
H 1.27735 0.93637 1.72435

Record 5
51
Properties=species:S:1:pos:R:3 method="wB97M-V/def2-TZVPD" lumo_ha="0.0713 / 0.0790" e_tot_ev=-121641.378 charge=-1 multiplicity=2 e_homo_ev="-1.8 / -3.3" s_squared=0.75 gap_ev="3.71 / 5.45"
C 6.72384 -1.90523 0.43866
C 5.41211 -1.18961 0.61216
C 4.93910 -0.91902 1.89958
C 3.72569 -0.26174 2.09492
C 2.95424 0.10549 0.98336
S 1.41690 0.96700 1.23950
O 1.09079 0.91188 2.64060
O 1.40849 2.21224 0.51445
N 0.26818 0.05203 0.35815
C -0.02539 -1.28488 0.58288
C 0.49646 -2.14094 1.54312
C 0.11744 -3.48181 1.50615
C -0.76861 -3.94442 0.50526
C -1.30991 -3.08192 -0.45048
Br -2.30100 -3.78259 -1.90518
C -1.01671 -1.70029 -0.37537
C -1.43937 -0.53245 -1.03220
N -2.41257 -0.42287 -2.04915
O -3.48834 -1.07171 -1.95956
O -2.16179 0.33060 -3.03158
C -0.72826 0.69076 -0.52231
C 3.42649 -0.13278 -0.31296
C 4.64545 -0.78875 -0.48822
H 6.95967 -2.03904 -0.62038
H 7.54490 -1.34749 0.90606
H 6.69928 -2.89436 0.91306
H 5.53488 -1.22578 2.76134
H 3.37291 -0.04598 3.10159
H 1.17916 -1.75471 2.29771
H 0.51222 -4.18546 2.23697
H -1.03108 -5.00055 0.47368
H -0.21799 1.22918 -1.33849
H 2.84554 0.19163 -1.17217
H 5.01734 -0.98879 -1.49447
C -3.82876 0.83898 0.94036
Na -3.47503 5.52850 -0.88846
C -2.50176 0.72877 1.22132
C -1.66394 1.57376 0.25458
C -2.73550 2.17288 -0.63129
C -4.00312 1.78868 -0.17679
C -5.13141 2.26034 -0.85674
C -4.96243 3.07821 -1.96695
C -3.68824 3.35548 -2.47720
C -2.55501 2.93594 -1.77649
H -4.67659 0.34191 1.41232
H -2.02172 0.12352 1.99006
H -1.07693 2.37233 0.73847
H -6.11797 1.93010 -0.52150
H -5.83538 3.43055 -2.52076
H -3.56934 3.83822 -3.45169
H -1.54693 3.13420 -2.14592

Record 6
13
Properties=species:S:1:pos:R:3 method="wB97M-V/def2-TZVPD" lumo_ha=0.1534 e_tot_ev=-19103.489 charge=-1 e_homo_ev=-3.8 gap_ev=8.02
C 1.51793 -0.19168 0.77473
C 0.21785 -0.17644 1.03104
N -0.72180 -0.77887 0.24204
C -1.39291 -0.32691 -0.74705
C -1.42275 0.96883 -1.16966
P -0.93307 2.06208 -0.00906
O -0.27547 3.32680 -0.36468
O -1.51161 1.94795 1.32663
H 2.24335 0.04276 1.44547
H 1.75123 -0.49702 -0.29402
H -0.16341 0.13762 2.10441
H -1.96014 -1.04806 -1.36878
H -1.53742 1.03413 -2.27002

Record 7
137
Properties=species:S:1:pos:R:3 method="wB97M-V/def2-TZVPD" lumo_ha=-0.0277 e_tot_ev=-105496.775 smiles="CCOCCOCc1ccc(CCC(N)=O)c2c1C(=O)C=C(O)C2=O.C[C@@H]1COC(=O)O1.C[C@@H]1COC(=O)O1.C[C@@H]1COC(=O)O1.C[C@@H]1COC(=O)O1.C[C@@H]1COC(=O)O1.C[C@@H]1COC(=O)O1.C[C@@H]1COC(=O)O1" e_homo_ev=-9.4 gap_ev=8.65
C 6.30427 -1.91334 2.34307
C 5.89012 -0.44370 2.12544
O 5.09492 -0.42014 0.94764
C 5.12052 0.82396 0.30075
C 4.48033 0.65385 -1.13619
O 4.43425 -0.72420 -1.44989
C 3.16921 -1.17163 -1.92671
C 2.18560 -1.49855 -0.81070
C 1.62810 -0.50096 -0.03071
C 0.72639 -0.76841 0.96921
C 0.31006 -2.05689 1.27990
C -0.66141 -2.35593 2.41488
C -1.28389 -1.09520 3.04289
C -0.39011 -0.40261 4.07455
N 0.90956 -0.95340 4.30081
O -0.80126 0.56190 4.68502
C 0.86517 -3.06812 0.50182
C 1.78017 -2.79328 -0.51967
C 2.31508 -3.99705 -1.27203
O 2.54476 -4.01474 -2.46393
C 2.50861 -5.23522 -0.43417
C 1.65145 -5.49934 0.53931
O 1.72253 -6.61718 1.31655
C 0.50355 -4.52062 0.77799
O -0.59483 -4.89799 1.11997
H 5.39208 -2.50312 2.19302
H 6.99535 -2.17790 1.53322
H 6.73712 -2.07667 3.33298
H 6.74679 0.24269 2.09997
H 5.22897 -0.18318 2.97305
H 4.51978 1.57285 0.84873
H 6.13664 1.22265 0.15997
H 3.50872 1.15163 -1.20539
H 5.15110 1.16948 -1.84262
H 2.71907 -0.36157 -2.52866
H 3.35267 -1.99611 -2.61409
H 1.84766 0.55283 -0.18159
H 0.32502 0.06248 1.54757
H -0.20256 -3.03003 3.14694
H -1.48228 -2.93329 1.96996
H -2.21891 -1.39594 3.53285
H -1.57047 -0.42638 2.22226
H 1.18286 -0.58919 5.21159
H 1.54760 -0.56815 3.60705
H 3.30492 -5.95665 -0.61229
H 1.92027 -6.38458 2.23160
C 3.10845 0.42946 8.65858
C 3.46279 -0.99277 8.29713
C 4.90338 -1.35879 8.54567
O 5.11771 -2.39916 7.58490
C 4.26203 -2.17270 6.55431
O 4.30261 -2.73363 5.50965
O 3.35526 -1.21134 6.88079
H 2.12674 0.69119 8.26300
H 3.09939 0.56369 9.74023
H 3.82206 1.13222 8.22522
H 2.78040 -1.68769 8.79547
H 5.08189 -1.72215 9.55549
H 5.59738 -0.54273 8.32977
C 0.16299 -3.55977 -4.36329
C -1.06183 -3.06908 -3.63277
C -2.35966 -3.30105 -4.36070
O -3.18391 -2.24517 -3.84392
C -2.34948 -1.23050 -3.48641
O -2.71354 -0.13708 -3.19756
O -1.05745 -1.63549 -3.51013
H 1.06390 -3.17676 -3.89238
H 0.20399 -4.64997 -4.36793
H 0.17533 -3.20640 -5.39650
H -1.09023 -3.48969 -2.62178
H -2.79832 -4.27414 -4.14792
H -2.27550 -3.17419 -5.44271
C -3.16326 2.44117 2.91176
C -3.00428 3.56643 1.91961
C -3.92143 3.47439 0.73395
O -3.17569 4.17497 -0.27460
C -1.86260 4.04317 0.04271
O -0.96159 4.34207 -0.67708
O -1.70850 3.52204 1.28420
H -2.33800 2.44282 3.62389
H -4.10182 2.53169 3.45862
H -3.14446 1.47077 2.41060
H -3.09329 4.52162 2.42261
H -4.87994 3.94392 0.90382
H -4.08122 2.44778 0.39126
C 4.80841 -5.01901 -6.41844
C 3.37938 -5.23507 -6.85264
C 3.22337 -5.64752 -8.29239
O 1.91455 -5.16201 -8.60063
C 1.68128 -4.09832 -7.79010
O 0.76687 -3.34984 -7.91317
O 2.63816 -4.00296 -6.82374
H 4.84068 -4.52460 -5.44738
H 5.34021 -5.96810 -6.34896
H 5.33681 -4.37276 -7.12158
H 2.88436 -5.93896 -6.17689
H 3.27965 -6.72465 -8.43524
H 3.93826 -5.15908 -8.95928
C 0.81168 5.69668 1.45977
C 2.06892 6.50956 1.64015
C 3.28890 5.92432 0.97869
O 4.34956 6.44602 1.78932
C 3.83416 6.65826 3.03026
O 4.48284 6.90925 3.99275
O 2.48218 6.53880 3.01845
H 0.02766 6.05374 2.12912
H 0.45317 5.75584 0.43515
H 0.98322 4.64800 1.70655
H 1.89815 7.54238 1.32132
H 3.40328 6.23825 -0.05667
H 3.32212 4.83294 1.02897
C -6.57703 -0.59388 -3.95064
C -6.79716 -2.08228 -3.84043
C -7.37041 -2.71958 -5.07832
O -8.05387 -3.85706 -4.53866
C -8.41246 -3.53792 -3.26445
O -9.15376 -4.17910 -2.59534
O -7.81058 -2.38674 -2.86684
H -6.36680 -0.16574 -2.97093
H -5.74316 -0.37330 -4.61666
H -7.47122 -0.09477 -4.33014
H -5.87242 -2.57374 -3.52610
H -6.60704 -3.02729 -5.79013
H -8.10260 -2.08809 -5.58815
C -8.30152 7.82816 0.10819
C -6.90788 7.84080 0.68670
C -5.80804 7.64302 -0.32438
O -4.77126 7.06157 0.47608
C -5.37606 6.41107 1.49626
O -4.81920 5.66268 2.23781
O -6.69432 6.71650 1.55775
H -9.04405 7.76198 0.90336
H -8.48750 8.73080 -0.47371
H -8.44919 6.96009 -0.53647
H -6.75299 8.75127 1.27285
H -5.47242 8.57342 -0.77682
H -6.07066 6.93472 -1.11373